This record from the Open Molecules 2025 dataset describes a cluster of 8 separate species, C38H81F4N9O9S4 in total in a non-equilibrium geometry. The level of theory is the ωB97M-V functional and the def2-TZVPD basis.

Properties
net charge: +2
M: 1012.4 g mol⁻¹
lowest unoccupied orbital energy: -4.328 eV
F_max: 0.1903 Eh/bohr
HOMO-LUMO gap: 2.7 eV
E_HOMO: -7.04 eV

CARTESIAN COORDINATES (ANGSTROEM)
C  -2.845  12.962  -19.399
C  -4.295  12.423  -19.608
O  -5.234  13.373  -20.056
H  -2.199  12.800  -20.262
H  -2.562  12.430  -18.491
H  -2.869  13.999  -19.063
H  -4.581  11.767  -18.786
H  -4.416  11.615  -20.329
C  -1.383  19.489  -28.432
C  -2.307  20.302  -27.437
N  -3.120  19.419  -26.703
C  -2.648  18.684  -25.596
C  -3.775  18.138  -25.056
N  -4.914  18.500  -25.747
C  -4.493  19.360  -26.786
C  -6.243  18.222  -25.337
H  -1.040  20.222  -29.162
H  -1.971  18.677  -28.859
H  -0.493  19.097  -27.939
H  -2.981  21.030  -27.889
H  -1.604  20.895  -26.852
H  -1.638  18.560  -25.233
H  -3.885  17.451  -24.231
H  -5.183  19.786  -27.498
H  -6.276  17.968  -24.277
H  -6.712  17.299  -25.676
H  -6.671  19.197  -25.570
C  -7.609  5.731  -19.537
C  -9.002  5.527  -19.027
N  -9.738  6.497  -19.750
C  -10.503  6.302  -20.839
C  -11.119  7.529  -21.188
N  -10.549  8.534  -20.415
C  -9.777  7.940  -19.478
C  -10.763  9.972  -20.484
H  -7.035  5.357  -18.689
H  -7.259  6.763  -19.551
H  -7.424  5.294  -20.518
H  -9.042  5.845  -17.985
H  -9.554  4.587  -19.052
H  -10.671  5.276  -21.131
H  -11.919  7.691  -21.895
H  -9.270  8.468  -18.684
H  -10.355  10.289  -21.443
H  -10.214  10.492  -19.698
H  -11.801  10.291  -20.581
C  -0.110  0.972  -21.206
C  0.845  1.846  -20.248
C  1.994  2.631  -20.967
N  2.604  3.861  -20.181
C  3.321  3.431  -18.907
C  1.533  4.869  -19.816
C  2.253  6.244  -19.759
C  3.379  6.112  -20.778
C  3.607  4.610  -21.094
H  0.503  0.081  -21.342
H  -0.266  1.386  -22.203
H  -1.064  0.593  -20.838
H  1.248  1.228  -19.446
H  0.227  2.617  -19.789
H  1.505  3.193  -21.762
H  2.926  2.176  -21.303
H  4.368  3.136  -18.964
H  2.630  2.880  -18.269
H  3.292  4.385  -18.380
H  1.124  4.684  -18.823
H  0.690  4.855  -20.506
H  2.723  6.407  -18.789
H  1.573  7.078  -19.932
H  4.302  6.440  -20.300
H  3.253  6.627  -21.730
H  4.619  4.328  -20.804
H  3.528  4.392  -22.159
C  -1.351  12.076  -28.436
C  -2.371  11.346  -27.529
C  -3.411  10.441  -28.246
N  -4.543  9.902  -27.292
C  -5.340  11.083  -26.740
C  -5.398  9.007  -28.140
C  -6.099  7.963  -27.114
C  -5.175  7.909  -25.909
C  -4.018  8.877  -26.264
H  -0.613  11.312  -28.682
H  -0.861  12.896  -27.910
H  -1.746  12.257  -29.436
H  -2.870  12.168  -27.014
H  -1.978  10.744  -26.710
H  -2.962  9.605  -28.781
H  -3.881  11.021  -29.039
H  -6.174  10.740  -26.126
H  -5.607  11.615  -27.653
H  -4.682  11.665  -26.095
H  -6.030  9.573  -28.824
H  -4.819  8.540  -28.938
H  -7.092  8.281  -26.798
H  -6.273  6.985  -27.563
H  -5.670  8.264  -25.005
H  -4.737  6.951  -25.627
H  -3.583  9.439  -25.438
H  -3.190  8.351  -26.740
C  -5.055  20.163  -17.731
C  -6.351  19.657  -17.129
C  -6.159  18.571  -16.121
N  -7.446  18.226  -15.342
C  -7.878  19.524  -14.556
C  -7.253  16.976  -14.478
C  -8.278  16.018  -14.894
C  -9.450  16.711  -15.567
C  -8.617  17.739  -16.320
H  -4.587  19.363  -18.305
H  -4.327  20.576  -17.033
H  -5.221  20.957  -18.458
H  -7.004  19.319  -17.934
H  -6.807  20.549  -16.699
H  -5.457  18.970  -15.389
H  -5.800  17.636  -16.552
H  -8.744  19.230  -13.964
H  -8.264  20.111  -15.389
H  -7.005  20.000  -14.111
H  -7.361  17.283  -13.438
H  -6.263  16.535  -14.592
H  -8.668  15.442  -14.054
H  -7.798  15.374  -15.630
H  -10.142  17.060  -14.801
H  -9.978  15.998  -16.201
H  -9.136  18.616  -16.707
H  -8.091  17.318  -17.176
N  -4.868  4.948  -13.339
S  -3.508  4.413  -13.086
O  -3.007  4.510  -11.735
O  -2.572  4.344  -14.208
F  -3.933  2.840  -13.037
S  -4.461  6.556  -13.511
O  -3.758  6.983  -14.681
O  -3.960  7.225  -12.314
F  -5.962  7.151  -13.592
N  4.410  16.683  -20.561
S  3.359  16.695  -19.492
O  3.284  15.635  -18.456
O  2.129  17.382  -19.815
F  4.230  17.863  -18.743
S  3.958  15.280  -21.384
O  2.692  15.313  -22.186
O  4.191  14.074  -20.580
F  5.098  15.147  -22.524

Forces on atoms 1 to 3 (eV/Å):
C -1.39 -0.91 0.77
C -1.44 1.35 -1.80
O 0.48 -0.33 0.93

Löwdin atomic charge list, values in e, 99 entries: number 1, C, carries -0.1209; number 2, C, carries -0.5790; number 3, O, carries -0.5031; number 4, H, carries 0.0458; number 5, H, carries 0.0428; number 6, H, carries 0.0493; number 7, H, carries 0.0458; number 8, H, carries 0.0325; number 9, C, carries -0.0350; number 10, C, carries -0.1829; number 11, N, carries -0.0777; number 12, C, carries 0.0461; number 13, C, carries -0.0099; number 14, N, carries -0.1066; number 15, C, carries 0.0785; number 16, C, carries -0.0105; number 17, H, carries 0.0815; number 18, H, carries 0.0759; number 19, H, carries 0.0793; number 20, H, carries 0.1288; number 21, H, carries 0.1370; number 22, H, carries 0.1535; number 23, H, carries 0.1465; number 24, H, carries 0.1648; number 25, H, carries 0.1094; number 26, H, carries 0.1066; number 27, H, carries 0.1125; number 28, C, carries -0.0573; number 29, C, carries -0.1842; number 30, N, carries -0.0799; number 31, C, carries -0.0042; number 32, C, carries 0.0081; number 33, N, carries -0.1019; number 34, C, carries 0.0781; number 35, C, carries 0.0175; number 36, H, carries 0.0956; number 37, H, carries 0.0884; number 38, H, carries 0.0889; number 39, H, carries 0.1406; number 40, H, carries 0.1463; number 41, H, carries 0.1427; number 42, H, carries 0.1296; number 43, H, carries 0.1666; number 44, H, carries 0.1041; number 45, H, carries 0.1107; number 46, H, carries 0.1076; number 47, C, carries -0.0639; number 48, C, carries -0.1807; number 49, C, carries -0.0804; number 50, N, carries -0.2508; number 51, C, carries 0.0433; number 52, C, carries -0.1087; number 53, C, carries -0.1282; number 54, C, carries -0.1381; number 55, C, carries -0.0782; number 56, H, carries 0.0667; number 57, H, carries 0.0642; number 58, H, carries 0.0747; number 59, H, carries 0.1043; number 60, H, carries 0.0921; number 61, H, carries 0.1164; number 62, H, carries 0.1342; number 63, H, carries 0.1177; number 64, H, carries 0.1128; number 65, H, carries 0.0957; number 66, H, carries 0.1374; number 67, H, carries 0.1354; number 68, H, carries 0.1155; number 69, H, carries 0.1288; number 70, H, carries 0.1195; number 71, H, carries 0.1190; number 72, H, carries 0.1227; number 73, H, carries 0.1285; number 74, C, carries -0.0692; number 75, C, carries -0.2224; number 76, C, carries -0.1030; number 77, N, carries -0.2540; number 78, C, carries 0.0553; number 79, C, carries -0.0956; number 80, C, carries -0.1083; number 81, C, carries -0.1475; number 82, C, carries -0.0779; number 83, H, carries 0.0763; number 84, H, carries 0.0880; number 85, H, carries 0.0780; number 86, H, carries 0.0934; number 87, H, carries 0.1091; number 88, H, carries 0.1325; number 89, H, carries 0.1287; number 90, H, carries 0.1131; number 91, H, carries 0.1116; number 92, H, carries 0.1013; number 93, H, carries 0.1316; number 94, H, carries 0.1263; number 95, H, carries 0.1073; number 96, H, carries 0.1151; number 97, H, carries 0.1139; number 98, H, carries 0.1223; number 99, H, carries 0.1353